The following is a quantum chemistry calculation of 2 unconnected molecules or ions with the total composition C4H12S in a non-equilibrium geometry, from the OMol25 dataset.

The geometry in XYZ format:
```
17
C4H12S ωB97M-V with the def2-TZVPD basis set
C 0.0305 1.1480 -1.1530
C 0.7486 0.9140 -2.4566
S -1.3659 2.2111 -1.4568
H -0.2919 0.1932 -0.7069
H 0.6714 1.7268 -0.4567
H 0.4105 0.0432 -3.0136
H -1.9328 2.2383 -0.2369
H 1.8349 0.9006 -2.3398
H 0.6943 1.7405 -3.1941
C -0.7275 -1.3554 1.4505
C 0.5621 -1.3693 2.2826
H -1.4307 -1.9680 2.0029
H -1.1669 -0.3469 1.4889
H -0.6509 -1.7855 0.4507
H 0.5710 -0.6799 3.0975
H 0.6543 -2.4011 2.6537
H 1.3890 -1.2094 1.5875
```

Properties
E, hartree: -557.4220
ΔE to the lowest compared entry with this formula, charge and spin, kcal per mole: 20.0
Multiplicity: 2
HOMO energy (alpha / beta), eV: -14.81 / -14.81
Gap between HOMO and LUMO (alpha / beta), eV: 10.8 / 5.6
Net charge: +1

Here are the Mulliken charges for atoms 1 to 4, given in e: C 0.217; C -1.175; S 0.261; H -0.072



The following is a quantum chemistry calculation of 2 unconnected molecules or ions with the total composition C4H12S2 in a non-equilibrium geometry, from the OMol25 dataset.

The geometry in XYZ format:
```
18
C4H12S2 ωB97M-V with the def2-TZVPD basis set
C -1.1671 -0.9625 1.7597
C 0.0399 -1.8111 1.3962
S 1.6349 -1.0905 2.1039
H -1.0802 0.0348 2.2025
H -1.8802 -0.8092 0.9410
H -1.7530 -1.5562 2.4579
H 0.2723 -1.9554 0.3345
H -0.0451 -2.8036 1.8464
H 1.8177 -0.0286 1.3127
C -0.0116 0.3760 -1.9939
C 0.6868 1.7442 -1.7845
S -0.3279 2.7972 -0.7024
H -0.8781 0.2976 -1.3537
H -0.1929 0.1646 -3.0471
H 0.6947 -0.4074 -1.7196
H 0.7083 2.3398 -2.6967
H 1.7095 1.6259 -1.4282
H -0.2282 2.0445 0.3712
```

Properties
E, hartree: -955.9373
ΔE to the lowest compared entry with this formula, charge and spin, kcal per mole: 17.0
HOMO energy, eV: -9.12
SMILES: CCS.CCS
Gap between HOMO and LUMO, eV: 9.9
Net charge: 0

Here are the Mulliken charges for atoms 1 to 4, given in e: C -0.929; C -0.425; S -0.203; H 0.314



The following is a quantum chemistry calculation of 2 unconnected molecules or ions with the total composition C4H12S2 in a non-equilibrium geometry, from the OMol25 dataset.

The geometry in XYZ format:
```
18
C4H12S2 ωB97M-V with the def2-TZVPD basis set
S 5.1313 13.3062 9.1003
C 4.1107 11.8856 9.5687
C 5.4620 13.9026 10.8054
H 3.1044 12.2640 9.8155
H 4.5411 11.4171 10.4697
H 4.0146 11.1165 8.7839
H 5.7513 12.9458 11.2717
H 4.6449 14.3492 11.3965
H 6.3291 14.5838 10.8330
S 3.3220 10.0682 11.5163
C 4.0982 11.1513 12.7168
C 1.8493 11.1529 10.9771
H 3.3728 11.5831 13.4267
H 4.6303 11.9754 12.2126
H 4.8318 10.5534 13.2834
H 1.0201 11.0884 11.7016
H 1.5114 10.7280 10.0170
H 2.0996 12.2160 10.8227
```

Properties
E, hartree: -955.8956
ΔE to the lowest compared entry with this formula, charge and spin, kcal per mole: 43.2
HOMO energy, eV: -8.12
SMILES: CSC.CSC
Gap between HOMO and LUMO, eV: 9.0
Net charge: 0

Here are the Mulliken charges for atoms 1 to 4, given in e: S -0.135; C -0.465; C -0.720; H 0.048